(1)
DFT (wB97M-V/def2-TZVPD) results for C4H8ClO3P in the gas phase in a non-equilibrium geometry.

Computed properties:
SMILES string   CC1(C)CO[P@](=O)(Cl)O1
Total charge   0
Orbital gap   0.4318 Ha
E_HOMO   -11.200 eV

Each line ends with the Löwdin charge.
Atoms and positions in Å:
1 H 0.129 -2.087 -0.279  0.0190
2 H 0.518 0.901 1.825  0.1183
3 H 2.360 0.755 -0.080  0.0631
4 H 1.009 1.961 -0.189  0.1038
5 C -0.113 0.139 1.412  -0.0985
6 C 0.356 -0.018 -0.107  -0.5008
7 C 0.770 -1.382 -0.552  -0.0217
8 O -1.446 0.678 1.353  -0.1959
9 P -2.166 0.452 -0.066  0.1766
10 C 1.455 1.001 -0.509  -0.0016
11 H -0.018 -0.792 1.905  0.1145
12 H 1.713 -1.747 -0.213  0.1000
13 H 1.587 1.198 -1.555  0.0860
14 H 0.677 -1.304 -1.591  0.0896
15 O -3.243 1.369 -0.325  -0.2510
16 Cl -2.773 -1.515 -0.133  0.4005
17 O -0.814 0.389 -0.896  -0.2018



(2)
DFT (wB97M-V/def2-TZVPD) results for C4H8CsLiO3 as an isolated structure in a non-equilibrium geometry.

Computed properties:
<S²>   0.762
2S+1   2
Total charge   +1
Energy above the lowest of the compared OMol25 structures with the same formula, charge and spin   118.09 kJ/mol
Orbital gap (alpha / beta)   0.2706 / 0.2125 Ha
E_HOMO (alpha / beta)   -10.520 / -10.484 eV

Each line ends with the Löwdin charge.
Atoms and positions in Å:
1 Cs 5.741 -1.184 -0.642  0.9922
2 H -1.146 0.832 1.497  0.1167
3 O -2.805 1.535 -0.403  -0.4313
4 Li -4.558 1.240 -0.378  0.8048
5 C -1.159 0.143 0.643  -0.1912
6 C 0.275 -1.581 -0.510  -0.2486
7 H 1.834 0.226 0.520  0.2002
8 H -0.658 -1.934 -0.989  0.1361
9 C 0.181 -0.482 0.442  -0.0802
10 H -0.814 1.732 -0.793  0.1123
11 H -1.611 0.265 -1.487  0.0990
12 H 0.568 -0.822 1.416  0.1307
13 H 3.196 1.328 0.864  -0.0144
14 H -1.933 -0.612 0.839  0.1264
15 C -1.601 0.968 -0.628  -0.4545
16 O 1.341 -2.130 -0.814  0.0186
17 O 3.149 0.477 0.423  -0.3167



- Which value of total charge does entry 2 give?
  +1



- Which formula does entry 1 have?
  C4H8ClO3P